Below is 2 unconnected molecules or ions with the total composition C10H15B in a non-equilibrium geometry, with properties calculated with the ωB97M-V functional and the def2-TZVPD basis.

Structure (XYZ):
```
26
C10H15B | OMol25 | the ωB97M-V functional and the def2-TZVPD basis
C -0.73 -0.15 -3.20
C 0.59 -0.63 2.98
C -0.39 1.38 1.87
C 0.45 -0.26 -1.12
C 1.26 0.77 -1.61
C -0.46 -0.81 -2.06
C -0.13 -0.19 1.70
C 0.07 0.84 -3.64
C -1.46 -1.01 1.61
C 1.17 1.24 -2.96
B 0.56 -0.70 0.34
H -0.13 1.29 -4.63
H 1.44 -2.13 0.36
H 0.58 -1.65 3.17
H 0.61 1.80 1.74
H -1.69 -1.39 2.65
H 1.64 -0.38 2.89
H -1.03 1.82 1.11
H 1.87 2.07 -3.20
H -1.41 -0.63 -3.86
H -1.08 -1.63 -1.71
H 2.07 1.13 -1.07
H 0.28 -0.18 3.88
H -1.34 -1.83 0.83
H -2.17 -0.39 1.03
H -0.57 1.63 2.91
```

## Properties
DFT total energy ... -414.77474 Ha
Energy above the lowest of the compared OMol25 structures with the same formula, charge and spin ... 0.9607 eV
HOMO ... -8.8 eV
Orbital gap ... 9.385 eV
M ... 146.04 g/mol